1.
{
  "formula": "C17H19NO2S",
  "method": "ωB97M-V/def2-TZVPD",
  "symbols": ["C", "H", "O", "C", "C", "C", "C", "C", "C", "C", "O", "N", "H", "C", "H", "H", "C", "C", "C", "C", "C", "C", "C", "H", "H", "H", "H", "H", "H", "H", "H", "H", "S", "C", "H", "H", "H", "H", "H", "H"],
  "coordinates": [[-0.1242, -2.6537, 1.4262], [-0.9177, -3.3953, 1.2931], [-0.5617, -1.3583, 1.0852], [-0.8873, -1.0894, -0.2138], [-0.9414, -2.0778, -1.1842], [-1.2842, -1.7819, -2.5008], [-1.5647, -0.4744, -2.8651], [-1.4951, 0.5086, -1.9000], [-1.1731, 0.2419, -0.5736], [-1.0973, 1.4353, 0.3199], [-0.9981, 2.5576, -0.1471], [-1.2093, 1.2130, 1.6503], [-1.1707, 0.2609, 1.9783], [-0.8892, 2.2511, 2.6006], [-1.6767, 2.3121, 3.3587], [-0.8651, 3.1848, 2.0347], [0.4729, 1.9933, 3.2702], [1.4859, 1.6003, 2.2303], [1.9551, 0.2959, 2.1609], [2.8184, -0.0924, 1.1518], [3.2201, 0.8224, 0.1950], [2.7674, 2.1293, 0.2633], [1.9082, 2.5160, 1.2748], [1.5501, 3.5337, 1.3143], [3.0790, 2.8483, -0.4797], [3.8849, 0.5187, -0.6004], [3.1745, -1.1123, 1.1101], [1.6421, -0.4236, 2.9049], [0.3717, 1.1921, 4.0058], [0.7848, 2.9004, 3.7917], [-1.6892, 1.5387, -2.1593], [-1.8269, -0.2111, -3.8760], [-1.3227, -3.1560, -3.6054], [-1.8271, -2.4305, -5.1901], [-2.8072, -1.9732, -5.0918], [-1.0850, -1.7102, -5.5213], [-1.8748, -3.2595, -5.8895], [-0.7240, -3.1063, -0.9454], [0.7532, -2.9448, 0.8427], [0.1441, -2.6038, 2.4805]],
  "forces_ev_per_angstrom": [[0.0, -0.2, 0.1], [0.0, 0.0, 0.0], [-0.2, 0.2, -0.2], [-0.1, 0.1, -0.2], [0.0, -0.2, 0.1], [0.0, 0.0, -0.2], [0.0, -0.1, 0.0], [0.0, 0.0, 0.3], [0.1, -0.2, -0.2], [-0.2, 0.0, 0.1], [0.0, 0.2, -0.1], [-0.1, -0.1, 0.3], [0.0, 0.0, -0.2], [0.0, 0.2, 0.1], [0.1, 0.1, -0.1], [-0.1, -0.1, 0.2], [-0.2, 0.0, -0.2], [0.1, 0.0, 0.2], [0.0, 0.1, 0.0], [0.0, -0.1, 0.0], [0.1, -0.1, -0.1], [0.0, 0.1, -0.1], [0.0, 0.0, 0.0], [-0.1, 0.1, 0.0], [0.0, 0.1, -0.1], [0.1, 0.0, -0.1], [0.0, -0.1, 0.0], [-0.1, -0.1, 0.1], [0.1, 0.0, 0.1], [0.0, 0.0, 0.1], [0.0, 0.1, 0.0], [0.0, 0.0, -0.1], [0.0, 0.0, -0.2], [0.2, 0.0, 0.6], [-0.1, 0.1, -0.1], [0.0, 0.1, -0.1], [0.0, 0.0, 0.0], [0.0, -0.1, 0.1], [0.0, 0.0, 0.0], [0.0, 0.0, -0.1]],
  "nbo_charge": [-0.252, 0.183, -0.531, 0.421, -0.346, -0.132, -0.287, -0.108, -0.241, 0.678, -0.642, -0.618, 0.412, -0.221, 0.196, 0.235, -0.431, -0.029, -0.222, -0.204, -0.222, -0.216, -0.154, 0.208, 0.213, 0.212, 0.206, 0.200, 0.200, 0.221, 0.243, 0.217, 0.262, -0.742, 0.222, 0.222, 0.238, 0.222, 0.186, 0.200],
  "e_lumo_ev": 0.6,
  "smiles": "COc1cc(SC)ccc1C(=O)NCCc1ccccc1",
  "de_lowest_ev": 0.183
}

2.
{
  "formula": "C3H7N2O",
  "method": "ωB97M-V/def2-TZVPD",
  "symbols": ["C", "C", "N", "C", "N", "H", "H", "H", "H", "H", "H", "H", "O"],
  "coordinates": [[-0.2121, -1.0056, -0.2824], [1.0010, -0.7655, -0.9427], [1.0478, 0.5109, -1.2660], [-0.2567, 1.0506, -0.7274], [-1.0168, -0.0166, -0.0458], [-0.4256, -1.9712, 0.1784], [1.6372, -1.5403, -1.3581], [1.5969, 0.9849, -1.9750], [-0.0049, 1.7878, 0.0398], [-0.8246, 1.4855, -1.5435], [-0.6321, 0.1417, 3.3589], [-1.0403, -0.1356, 1.8490], [-0.8697, -0.5266, 2.7147]],
  "forces_ev_per_angstrom": [[-2.3, -2.3, 3.1], [1.0, 1.7, -2.6], [-2.5, -1.8, 1.2], [0.0, 1.0, 0.7], [3.4, 0.7, -2.8], [0.0, 0.1, -0.3], [0.4, 0.3, 0.4], [0.4, -0.1, 0.2], [-0.1, 0.3, -0.2], [-0.1, 0.2, -0.1], [-0.1, 0.3, -0.1], [-0.2, 0.4, 0.8], [0.2, -0.6, -0.2]],
  "nbo_charge": [-0.007, 0.194, -0.390, -0.137, -0.215, 0.261, 0.274, 0.473, 0.273, 0.276, 0.485, 0.461, -0.947],
  "e_lumo_ev": -6.8,
  "de_lowest_ev": 2.661,
  "total_charge": 1
}

3.
{
  "formula": "C24H82O24",
  "method": "ωB97M-V/def2-TZVPD",
  "symbols": ["C", "O", "H", "H", "H", "H", "C", "O", "H", "H", "H", "H", "C", "O", "H", "H", "H", "H", "C", "O", "H", "H", "H", "H", "C", "O", "H", "H", "H", "H", "C", "O", "H", "H", "H", "H", "C", "O", "H", "H", "H", "H", "C", "O", "H", "H", "H", "H", "C", "O", "H", "H", "H", "H", "C", "O", "H", "H", "H", "H", "C", "C", "O", "O", "H", "H", "H", "H", "H", "H", "C", "C", "O", "O", "H", "H", "H", "H", "H", "H", "C", "C", "O", "O", "H", "H", "H", "H", "H", "H", "C", "C", "O", "O", "H", "H", "H", "H", "H", "H", "C", "C", "O", "O", "H", "H", "H", "H", "H", "H", "C", "C", "O", "O", "H", "H", "H", "H", "H", "H", "C", "C", "O", "O", "H", "H", "H", "H", "H", "H"],
  "coordinates": [[4.5834, 2.7528, 4.0196], [3.5569, 1.8176, 3.6958], [4.7201, 2.9904, 5.0745], [5.6307, 2.5588, 3.7879], [4.4844, 3.7140, 3.5153], [3.2310, 1.5367, 4.5540], [1.8532, -3.7939, 6.3966], [1.7053, -5.2177, 6.5793], [1.6112, -3.3623, 7.3678], [2.9096, -3.5503, 6.2836], [1.3230, -3.3372, 5.5610], [1.1185, -5.3809, 7.3213], [0.5322, 3.4546, 0.7437], [-0.5812, 4.2587, 0.8709], [0.6380, 2.8067, -0.1265], [1.4046, 4.1072, 0.7785], [0.6264, 2.8961, 1.6750], [-1.1950, 3.6948, 1.3472], [-1.3596, -4.2290, -5.3546], [-0.5798, -4.1868, -4.1356], [-0.8516, -4.2506, -6.3187], [-2.0093, -5.0945, -5.2246], [-2.0656, -3.4016, -5.4263], [-0.3724, -5.0881, -3.8784], [-3.4048, -2.4938, 4.3533], [-3.1941, -1.1649, 4.0141], [-2.8055, -3.0392, 3.6242], [-3.0832, -2.7147, 5.3711], [-4.4149, -2.8880, 4.2418], [-2.2401, -1.0590, 4.0345], [-4.2835, -0.1792, -0.1511], [-3.7927, -0.1453, -1.4331], [-4.0388, 0.6339, 0.5325], [-5.3712, -0.2464, -0.1317], [-3.8450, -1.0481, 0.3396], [-2.8332, -0.1371, -1.4033], [-6.0446, -2.5615, -2.6866], [-6.9219, -3.4881, -1.9947], [-4.9679, -2.6100, -2.5242], [-6.2743, -2.6988, -3.7433], [-6.2295, -1.5145, -2.4461], [-6.7937, -3.5296, -1.0442], [0.5731, 4.1167, 4.8233], [-0.7917, 3.8052, 5.0418], [0.8598, 4.8907, 5.5352], [1.2410, 3.2554, 4.8056], [0.7746, 4.4737, 3.8134], [-0.9596, 4.0860, 5.9443], [-0.4616, 0.5523, 4.1905], [-0.4501, -0.8567, 4.1905], [-0.3117, 1.0156, 3.2154], [-1.4296, 0.9361, 4.5126], [0.4555, 0.8572, 4.6946], [0.3902, -1.0562, 3.7712], [4.2222, 0.3254, -3.4791], [3.5098, -0.5744, -4.2881], [4.7330, 1.0333, -4.1318], [3.3555, 0.7632, -2.9838], [4.8561, -0.1616, -2.7382], [3.7571, -1.4684, -4.0407], [4.6761, -1.6388, 1.5905], [4.5511, -0.2940, 0.8503], [3.8357, -0.3725, -0.3272], [3.4307, -2.3481, 1.7652], [4.9712, -1.3631, 2.6029], [5.3335, -2.4043, 1.1782], [5.5009, 0.2229, 0.7130], [4.0289, 0.5280, 1.3401], [3.5860, -1.2702, -0.5585], [3.5500, -3.0957, 1.1749], [4.4644, 3.6321, -0.7008], [3.4803, 4.0041, -1.8565], [2.7464, 5.0523, -1.4293], [5.5579, 4.5179, -0.5179], [4.7027, 2.5773, -0.8378], [3.8044, 3.6689, 0.1659], [2.7968, 3.2360, -2.2182], [3.9530, 4.2306, -2.8122], [2.3472, 5.5618, -2.1383], [5.1686, 5.3446, -0.2237], [1.7474, -3.9751, -1.0488], [1.6485, -5.4957, -0.8369], [0.4379, -6.0510, -1.2283], [3.1213, -3.5120, -0.8713], [1.0548, -3.5710, -0.3105], [1.2929, -3.6910, -1.9979], [1.9107, -5.6839, 0.2042], [2.4849, -5.8984, -1.4082], [0.4819, -6.4906, -2.0806], [3.6988, -3.6686, -1.6220], [-3.8653, -0.5573, -6.0579], [-4.2987, 0.6486, -5.1115], [-3.9917, 1.9016, -5.6648], [-4.7574, -0.3418, -7.2021], [-3.8932, -1.5248, -5.5567], [-2.8162, -0.4918, -6.3465], [-3.7333, 0.5907, -4.1814], [-5.3393, 0.4826, -4.8325], [-4.8056, 2.4105, -5.6813], [-4.5183, 0.5363, -7.5078], [0.5673, -0.2641, 0.6732], [-0.9359, -0.2680, 0.3206], [-1.2646, 0.2852, -0.8353], [1.0185, -1.1624, 1.6760], [0.7530, 0.7441, 1.0435], [1.1220, -0.3207, -0.2634], [-1.6210, 0.1539, 1.0560], [-1.1980, -1.3254, 0.3546], [-1.1146, -0.2684, -1.6051], [1.9702, -1.2786, 1.7237], [-3.7506, 3.1537, 2.9595], [-3.7264, 4.6386, 2.6248], [-3.0762, 5.3218, 3.7561], [-2.3676, 2.7189, 2.7087], [-4.5072, 2.5880, 2.4156], [-3.9364, 3.1693, 4.0334], [-4.7178, 5.0914, 2.6130], [-3.2335, 4.7529, 1.6593], [-2.1916, 4.9498, 3.7843], [-1.8483, 2.9399, 3.4853], [-0.1558, -0.8117, -4.3606], [0.2548, 0.6916, -4.3950], [0.9365, 0.9997, -5.5039], [-0.9302, -1.1522, -3.1282], [0.6518, -1.5091, -4.5829], [-0.7901, -0.9387, -5.2379], [0.7925, 0.8984, -3.4697], [-0.5801, 1.3837, -4.2856], [1.8526, 0.7149, -5.4678], [-1.0179, -2.1079, -3.1070]],
  "forces_ev_per_angstrom": [[1.0, 1.4, 0.2], [0.9, 0.4, 0.4], [-0.9, -0.2, 0.3], [-0.1, -1.4, -0.7], [-0.8, 0.0, -0.1], [-0.2, -0.3, -0.1], [0.6, -0.5, 1.4], [0.1, 0.4, -0.8], [-0.4, 0.6, -0.3], [0.1, -0.3, -0.3], [-0.4, -0.4, 0.1], [0.0, 0.1, -0.1], [1.9, 0.3, 1.1], [-1.1, 0.3, -0.4], [-0.5, 0.0, -0.2], [0.2, 0.1, -0.4], [0.2, -0.7, -0.1], [-0.8, 0.1, 0.1], [-1.1, -0.7, 0.8], [0.1, 0.8, -0.9], [0.7, -0.2, 0.4], [0.0, -0.2, -0.6], [0.3, 0.4, 0.5], [-0.1, 0.1, -0.1], [0.7, -1.1, -0.5], [-1.2, 1.2, 0.2], [0.1, -0.9, 0.3], [0.1, -0.1, 0.1], [-0.3, 0.8, -0.1], [0.4, 0.0, -0.2], [0.0, -0.8, 1.5], [-0.8, 0.4, -1.7], [0.3, 0.7, -0.4], [0.0, -0.2, -0.3], [-0.4, -0.4, 0.5], [0.0, 0.4, 0.3], [-0.6, 0.2, 0.3], [0.6, 0.3, -0.7], [0.1, -0.9, 0.2], [0.1, -0.1, 0.1], [-0.6, 0.1, 0.2], [0.4, 0.4, 0.0], [0.8, 0.3, -0.7], [0.1, -0.1, -0.2], [0.5, -0.2, -0.1], [-0.1, -0.4, 0.9], [-0.7, 0.5, -0.1], [-0.5, -0.2, 0.0], [0.6, 0.6, -0.5], [-0.2, 0.0, 0.0], [-0.2, -0.4, -0.6], [0.4, -0.1, 0.7], [-0.5, 0.6, 0.9], [-0.1, -0.7, -0.6], [-1.2, 0.6, 0.4], [0.0, -1.7, -1.1], [0.3, 0.1, 0.3], [0.8, 1.1, 0.8], [0.1, 0.2, -0.2], [-0.1, 0.0, -0.3], [-0.6, 0.8, 1.2], [-0.2, 0.2, 0.5], [-0.4, -0.2, -2.1], [0.6, 0.5, -0.3], [0.5, -0.2, 0.0], [0.6, 0.7, -0.3], [0.8, -0.7, -0.3], [-0.3, -0.6, 1.4], [0.0, -0.3, 0.2], [-0.8, -0.2, -0.2], [-1.9, -0.1, -0.9], [1.4, -1.3, -1.2], [-1.4, 2.7, 1.3], [-0.2, -0.7, -0.4], [1.0, 0.2, 0.1], [0.0, -0.1, 0.4], [0.0, -1.1, 0.8], [1.0, 0.3, 0.1], [0.0, -0.1, -0.1], [0.0, 0.2, 0.0], [-0.5, -0.6, 0.0], [2.0, 0.6, -0.7], [-1.0, 0.0, 0.3], [-1.1, 0.3, 0.7], [0.7, 0.8, 0.3], [0.5, 0.0, -0.4], [-0.5, -0.3, 0.1], [0.1, -0.4, -0.2], [0.3, 0.0, 0.1], [-0.4, -0.4, -0.3], [-1.1, 2.8, 0.0], [1.7, -2.4, 1.0], [-0.5, 0.2, -0.8], [0.9, -1.6, 0.6], [-1.1, -0.1, -0.2], [0.1, 0.5, -0.3], [0.0, -0.2, 0.2], [-0.2, 0.3, -0.4], [0.1, 0.2, -0.1], [0.0, 0.2, -0.1], [0.3, 2.0, 0.3], [0.4, -3.2, 3.4], [-0.3, 2.4, -2.8], [-1.7, -0.4, 0.0], [0.3, 0.3, -0.1], [0.1, -0.5, -0.1], [0.6, 0.3, 0.6], [-0.3, -0.6, -0.1], [0.8, -0.4, -0.5], [0.4, 0.0, -0.6], [1.3, 1.4, 0.2], [-0.5, 0.3, 1.3], [-0.4, -0.4, -1.6], [-1.2, -0.5, -0.3], [0.5, -0.3, -0.1], [-0.2, -0.7, 0.0], [-0.1, -0.2, -0.2], [0.2, 0.5, 0.1], [0.4, 0.1, 0.2], [0.0, 0.0, 0.4], [-1.5, 0.5, 0.0], [-0.9, -1.3, 3.2], [1.2, 0.7, -2.5], [1.2, 0.6, -1.5], [0.5, 0.2, 0.8], [-0.5, -0.1, 0.1], [0.6, -0.1, 0.2], [-0.5, -0.4, -0.4], [0.1, -0.3, 0.2], [0.0, -0.3, -0.1]],
  "mulliken_charge": [-0.882, -0.310, 0.363, 0.341, 0.301, 0.222, -0.419, -0.522, 0.279, 0.239, 0.113, 0.312, 0.076, -0.658, 0.077, 0.240, -0.164, 0.306, -0.514, -0.351, 0.261, 0.395, 0.001, 0.253, -0.736, -0.482, 0.262, 0.235, 0.263, 0.455, -0.831, -0.367, 0.160, 0.342, 0.354, 0.508, -0.409, -0.579, 0.181, 0.273, 0.237, 0.293, -0.480, -0.432, 0.464, 0.074, 0.169, 0.273, -0.453, -0.607, 0.052, 0.429, 0.253, 0.255, -0.439, -0.504, 0.288, 0.111, 0.306, 0.252, -0.817, -0.173, -0.213, -0.587, 0.315, 0.426, 0.437, 0.133, 0.131, 0.212, 0.209, -0.311, -0.496, -0.597, 0.168, -0.075, 0.102, 0.419, 0.282, 0.351, 0.316, -0.544, -0.516, -0.419, 0.085, 0.009, 0.281, 0.318, 0.313, 0.232, -0.111, -0.181, -0.537, -0.584, 0.093, 0.198, 0.039, 0.388, 0.332, 0.333, 0.441, 0.025, -0.516, -0.299, -0.441, 0.143, 0.029, 0.315, 0.350, 0.225, -0.485, -0.478, -0.602, 0.153, 0.395, 0.309, 0.444, 0.142, 0.379, -0.166, -0.162, -0.315, -0.611, -0.555, 0.329, 0.101, -0.044, 0.416, 0.346, 0.041],
  "e_lumo_ev": -0.4
}

4.
{
  "formula": "CH8N4",
  "method": "ωB97M-V/def2-TZVPD",
  "symbols": ["C", "N", "N", "N", "N", "H", "H", "H", "H", "H", "H", "H", "H"],
  "coordinates": [[0.0874, -1.0972, -0.3714], [-1.0359, -0.4517, 0.3235], [1.1116, -0.4155, 0.3597], [-1.1903, 0.7965, 0.0637], [1.2257, 0.8690, -0.0198], [-0.0149, -2.1144, -0.2938], [0.2978, -1.0502, -1.5112], [-1.2816, -0.9490, 1.2916], [1.2420, -0.7219, 1.3114], [-1.7193, 1.1125, -1.4742], [-1.6893, 1.3582, 0.6706], [1.6883, 1.5358, 0.6285], [1.2785, 1.1279, -0.9787]],
  "forces_ev_per_angstrom": [[0.3, 1.4, -2.1], [-0.7, -1.2, 1.1], [0.5, 1.2, -1.9], [-0.1, -0.8, -5.7], [0.5, -0.8, 3.2], [0.3, -2.6, 1.2], [-1.1, 1.0, 1.6], [0.1, 1.7, -2.3], [0.7, 0.6, 0.6], [1.3, -0.8, 3.9], [-1.6, 1.4, 2.0], [-0.3, -0.7, -0.3], [0.1, -0.3, -1.2]],
  "nbo_charge": [-0.131, -0.237, -0.202, -0.390, -0.396, 0.287, 0.290, 0.481, 0.456, 0.505, 0.427, 0.467, 0.443],
  "e_lumo_ev": [-11.7, -11.6],
  "de_lowest_ev": 3.520,
  "total_charge": 2
}